{"formula": "C3H5NO", "method": "the ωB97M-V functional and the def2-TZVPD basis", "elements": ["O", "C", "N", "C", "C", "H", "H", "H", "H", "H"], "coordinates": [[-1.10847, -1.61497, 0.86682], [-1.27308, -0.41773, 0.64510], [-0.47526, 0.57982, 0.05510], [0.48082, 0.01892, -1.05096], [0.99809, 0.47747, 0.19440], [-2.17059, 0.17919, 1.07108], [0.38641, -1.06962, -0.96012], [0.37817, 0.57566, -2.03789], [1.51474, 1.45642, 0.28015], [1.26917, -0.18517, 0.93632]], "smiles": "O=CN1CC1", "molar_mass_g_mol": 71.08, "de_lowest_kcal_mol": 49.5, "homo_energy_ev": -10.30, "orbital_gap_ha": 0.417}